# 1
68
Properties=species:S:1:pos:R:3 method="wB97M-V/def2-TZVPD" smiles="NC(N)=O.CCO.CCO.CO.CO.CO.CO.CO.CO.CO" multiplicity=1 e_above_lowest_kj_mol=238.7 orbital_gap_ev=9.4 charge=0
C -1.3759 -0.5404 -1.7053
C -0.4775 -0.2461 -0.4616
O 0.8007 0.0147 -0.9075
H -2.2948 -0.9204 -1.2945
H -0.9382 -1.3957 -2.3280
H -1.5470 0.3611 -2.2083
H -0.3323 -1.1925 0.0330
H -0.7806 0.4912 0.2806
H 1.4564 -0.5687 -0.5119
C -2.7025 -2.1381 2.3336
C -2.4040 -0.7437 2.7778
O -0.9709 -0.6968 2.7029
H -3.7767 -2.3104 2.4890
H -2.1939 -2.8896 2.9488
H -2.4378 -2.3078 1.2798
H -2.7574 -0.6127 3.7821
H -2.8221 -0.0321 2.0535
H -0.6909 0.1834 2.8343
C 0.8718 -3.7489 3.1855
O -0.3389 -4.3865 3.0395
N 1.0326 -2.4970 3.0102
N 1.9427 -4.3138 3.6641
H 0.2084 -1.9249 2.7279
H 1.9718 -2.1041 3.0894
H 1.8531 -5.3268 3.8244
H 2.9136 -3.9067 3.6823
C -0.2919 3.3205 -0.9933
O 0.9472 2.7404 -0.8280
H -0.4431 4.1089 -0.2997
H -1.0543 2.6320 -1.0488
H -0.2383 3.9768 -1.9020
H 0.8958 1.7626 -0.8694
C -1.3121 2.9970 -4.3725
O -2.0974 4.0234 -4.9126
H -1.3172 2.1180 -5.0112
H -1.7649 2.7682 -3.3622
H -0.2415 3.3532 -4.1796
H -2.7044 4.3012 -4.1833
C 1.9360 -3.0654 -0.3548
O 2.0575 -2.0030 0.5250
H 2.7135 -3.7996 -0.1686
H 1.8596 -2.7156 -1.3525
H 0.9648 -3.6269 -0.2927
H 2.0882 -2.3971 1.4137
C -4.2041 1.6267 0.1542
O -3.0889 2.3168 0.6472
H -4.2714 0.6193 0.5820
H -4.0814 1.4475 -0.9813
H -5.1388 2.2769 0.3615
H -2.8897 2.1803 1.5696
C 4.3250 0.3086 -0.1263
O 4.1002 0.9572 1.1080
H 3.6264 0.6297 -0.9097
H 4.2345 -0.7959 0.0083
H 5.3147 0.6338 -0.4712
H 4.4193 1.8590 1.1168
C 1.4069 1.3642 2.2991
O 0.0734 1.8049 2.5888
H 2.2106 1.8735 2.7832
H 1.5172 1.4087 1.1880
H 1.5249 0.3352 2.4811
H 0.1221 2.7110 2.7505
C 0.7111 -0.1709 -4.5651
O 1.1556 0.7141 -3.5559
H -0.3396 -0.2086 -4.5111
H 1.1305 -1.1616 -4.3772
H 1.0205 0.2151 -5.5621
H 0.9134 0.3130 -2.7076


# 2
69
Properties=species:S:1:pos:R:3 method="wB97M-V/def2-TZVPD" multiplicity=2 e_above_lowest_kj_mol=192.1 orbital_gap_ev="6.7 / 1.4" charge=+1
C 3.0240 -6.3651 3.9285
O 2.7101 -5.0904 3.4745
C 1.3416 -4.6938 3.9039
C 1.1378 -3.1776 3.8489
N 2.2115 -2.3368 4.3510
C 1.7097 -1.1115 5.0009
C 2.7895 -0.0709 5.1711
O 2.3806 0.9823 6.0576
C 3.1004 2.1784 5.8726
H 2.2855 -7.0894 3.5851
H 2.9794 -6.4293 5.0157
H 3.9100 -6.9366 3.6520
H 1.3310 -4.8850 4.9770
H 0.5011 -5.1450 3.3765
H 0.2712 -2.9220 4.4586
H 0.8586 -2.7972 2.8663
H 2.6514 -2.0334 3.4939
H 1.2829 -1.4334 5.9507
H 0.9991 -0.6007 4.3511
H 3.0577 0.4035 4.2271
H 3.7031 -0.5561 5.5145
H 4.1724 2.0430 6.0167
H 2.8271 3.0450 6.4746
H 3.0319 2.5316 4.8437
C 0.1046 2.4034 -2.3850
O -0.8408 1.8696 -3.2655
C -2.0821 2.5178 -3.3693
C -3.0164 1.8994 -4.5267
N -2.6447 2.2003 -5.9219
C -2.5720 3.6490 -6.3044
C -2.5726 3.7569 -7.8352
O -3.8011 3.1327 -8.2934
C -3.6150 1.9398 -8.9730
H 0.3182 3.4053 -2.7573
H 0.9933 1.7902 -2.5339
H -0.2652 2.3751 -1.3600
H -2.2108 3.6000 -3.3854
H -2.5548 2.4122 -2.3929
H -4.1031 1.9804 -4.5500
H -2.9192 0.8161 -4.5989
H -3.4310 1.8556 -6.4538
H -1.7125 4.2094 -5.9367
H -3.5191 4.1252 -6.0506
H -1.6907 3.2316 -8.2019
H -2.5419 4.7208 -8.3432
H -4.5815 1.8991 -9.4753
H -3.4484 1.1700 -8.2196
H -2.7192 1.8776 -9.5909
O 2.6800 2.6022 0.6957
H 2.6690 3.5570 0.6285
H 1.7737 2.3650 0.8921
O -0.7521 -0.5448 -1.2526
H -1.4887 -1.1064 -1.0111
H -1.1538 0.1957 -1.7070
O -1.5294 -1.1921 3.3942
H -1.5133 -1.8574 2.7061
H -1.2199 -0.3948 2.9644
O 0.4161 1.7374 4.0159
H 0.2897 1.4641 4.9245
H 0.6676 0.9358 3.5570
O -1.3085 -2.9804 1.5389
H -0.6029 -3.2831 0.9673
H -2.0891 -2.9956 0.9852
O 0.8939 -2.4645 -0.1670
H 1.7851 -2.7007 -0.4241
H 0.4783 -2.1756 -0.9794
O 0.4023 -0.2876 1.1868
H 0.2636 0.0158 0.2897
H 0.4966 -1.2368 1.1073


# 3
89
Properties=species:S:1:pos:R:3 method="wB97M-V/def2-TZVPD" multiplicity=4 orbital_gap_ev="6.4 / 7.5" charge=0
Ti 4.4054 -0.3157 -0.9884
N 1.0736 -0.1625 -1.5419
H 0.2369 0.4430 -1.4937
H 1.8858 0.3633 -1.9068
H 0.9799 -1.0536 -2.0364
H 1.4238 -0.4785 -0.6146
N 2.4591 -3.4326 -0.6908
H 1.7716 -3.3672 -1.4690
H 2.3473 -4.2979 -0.1726
H 2.3699 -2.5092 -0.1610
H 3.4220 -3.4253 -1.0245
N 3.2804 1.1278 -2.2561
S 3.4235 2.8533 -2.3146
O 2.4463 3.5780 -3.0614
O 4.7894 3.2909 -2.1315
F 2.6920 2.9028 -0.8978
S 3.7427 1.0680 -3.7416
O 5.0629 1.5302 -4.1166
O 2.7974 1.1250 -4.8089
F 4.0529 -0.5585 -3.5862
N 0.4073 -2.9610 -2.4611
S -1.2802 -2.7977 -2.7280
O -2.1944 -3.9123 -2.5370
O -1.5967 -1.7573 -3.6793
F -1.5403 -2.1153 -1.3232
S 0.5675 -3.4814 -3.9733
O 0.6947 -2.4812 -4.9732
O 0.0105 -4.7683 -4.2312
F 2.1096 -3.9886 -3.7966
O 2.7714 -1.0917 0.4191
H 2.6120 -1.2943 1.3465
O 1.7511 -1.1005 3.6016
P 0.5374 -1.7558 4.1657
N -0.2775 -0.6684 5.1728
C -1.4986 -1.0770 5.8480
C 0.5960 0.2847 5.8586
N 0.8291 -3.1106 5.1703
C 1.1372 -4.3785 4.4405
C 1.8421 -2.9118 6.2025
N -0.5667 -2.2729 3.0055
C -1.9015 -2.8687 3.1810
C 0.0142 -2.4816 1.6815
H -1.2921 -1.6444 6.7654
H -2.2091 -1.7229 5.3449
H -2.0366 -0.1732 6.1385
H 1.0111 1.0012 5.1493
H 1.4237 -0.2389 6.3335
H 0.0597 0.9105 6.5720
H 1.9091 -4.1676 3.6975
H 1.3798 -5.1429 5.1747
H 0.2683 -4.8027 3.9321
H 2.0635 -3.8002 6.7907
H 2.7835 -2.4977 5.8264
H 1.4238 -2.1778 6.8940
H -2.6233 -2.0664 3.3153
H -2.0030 -3.5999 2.3835
H -1.9138 -3.4529 4.1065
H 1.0783 -2.2811 1.7179
H -0.5052 -1.8225 0.9854
H -0.0993 -3.5519 1.4739
O -1.2310 1.3312 -1.2786
P -1.7339 2.6193 -1.8281
N -1.1037 3.0897 -3.3091
C -0.4792 2.0451 -4.1121
C -1.0822 4.4587 -3.8449
N -1.6274 4.0017 -0.8392
C -0.4228 4.8291 -0.7684
C -2.5707 4.2152 0.2534
N -3.3932 2.5147 -2.1449
C -4.1623 3.6313 -2.6348
C -3.9047 1.1442 -2.3307
H 0.1883 1.4216 -3.5196
H 0.0163 2.4405 -4.9948
H -1.2323 1.3505 -4.5055
H -0.5023 4.4192 -4.7682
H -0.6569 5.1708 -3.1507
H -2.0525 4.7437 -4.2600
H -0.1622 5.1195 0.2504
H 0.4142 4.2015 -1.0780
H -0.5477 5.7248 -1.3756
H -2.3739 3.6333 1.1569
H -2.6910 5.2884 0.3986
H -3.5848 3.8826 0.0100
H -3.7097 4.5871 -2.3702
H -4.4423 3.5980 -3.6884
H -5.0771 3.7074 -2.0321
H -3.2297 0.3025 -2.2135
H -4.2878 0.9734 -3.3435
H -4.7626 1.0950 -1.6556


Electronic energy (hartree)
-1345.31326; -1420.23070; -5383.68248